193
Properties=species:S:1:pos:R:3:forces:R:3:mulliken_charge:R:1 method="wB97M-V/def2-TZVPD" lumo_ev=-7.54 homo_ev=-9.7 e_tot_ha=-12455.5536 orbital_gap_ev=2.17 spin_multiplicity=1 mol_weight_g_mol=2134.8
In -22.99972 24.98392 -17.78045 0.9573 1.3381 -0.3943 1.651
C -19.12151 25.07650 -15.02913 -0.9598 -0.3005 0.5770 0.701
F -19.43070 26.01121 -14.11098 0.4809 -0.6319 -1.0462 -0.105
F -19.19412 25.53549 -16.26211 -0.1750 0.3958 0.2593 -0.089
F -17.89690 24.61013 -14.83253 -0.2863 0.0507 0.2881 -0.213
S -20.35096 23.58516 -14.85905 3.1647 -2.0401 -1.1237 0.516
O -19.93390 22.67944 -15.96003 -1.9192 2.4331 1.9030 -0.444
O -20.11513 23.09423 -13.49953 -1.3229 0.8420 -2.2408 -0.456
N -21.90805 24.41882 -15.17037 2.6943 -1.1760 -1.7446 -0.194
S -22.60773 24.65107 -13.78417 0.0489 1.5079 4.4190 0.837
O -21.67297 25.08801 -12.72668 -1.6835 -1.3018 -2.3088 -0.490
O -23.73945 25.48099 -13.95586 -1.1368 0.0998 -0.6666 -0.521
C -23.29166 22.93318 -13.33068 -1.6355 -0.7519 1.6033 0.616
F -23.05834 22.04156 -14.28598 0.4274 0.2454 0.1023 -0.201
F -22.79993 22.49834 -12.14785 -0.2432 0.5603 -1.4023 -0.193
F -24.66735 22.97693 -13.19005 1.8302 0.4529 -0.2324 -0.219
C -26.84095 24.71096 -20.66786 1.0393 0.9605 2.0229 0.712
F -26.43132 25.78171 -21.34379 -0.0848 -0.6450 0.4505 -0.215
F -27.03924 25.03845 -19.34420 0.7402 0.0027 -1.0994 -0.224
F -27.98536 24.31457 -21.10118 -0.7917 -0.7048 -0.9013 -0.200
S -25.60094 23.26252 -20.71782 -3.5505 -4.1862 1.9796 0.821
O -26.10785 22.31390 -19.63855 2.0335 3.5151 -2.7926 -0.662
O -25.78079 22.74916 -22.09095 0.9764 1.9171 2.1848 -0.518
N -24.02196 23.88850 -20.29887 -3.5912 0.6398 0.7923 -0.122
S -23.08630 23.28903 -21.40276 3.8641 -3.7392 -1.2484 0.301
O -21.73805 23.57451 -20.93621 -0.8722 0.6084 -0.7676 -0.302
O -23.35677 21.84700 -21.64955 0.4378 3.5668 -0.1328 -0.570
C -23.34222 24.44110 -23.05561 -1.4408 0.2365 0.6930 0.705
F -24.11012 25.54437 -22.72563 1.0726 -2.0780 -0.6142 -0.162
F -22.14736 24.85148 -23.41175 0.0819 -0.0189 0.0031 -0.109
F -23.91193 23.76510 -24.06000 0.5110 0.6280 1.1163 -0.219
N -21.87695 27.32998 -19.01866 2.0452 1.0459 2.8304 0.816
S -21.99373 27.99640 -20.37980 -2.8632 -0.3728 -10.6340 -0.498
O -20.95267 27.62187 -21.42233 -2.4579 1.5488 3.7416 0.013
O -22.67699 29.29131 -20.50943 1.6574 -2.3192 0.8087 0.543
F -23.16490 26.96427 -20.78801 -0.1203 0.0359 -0.0994 -0.185
S -20.63388 28.31453 -18.55628 4.6290 -0.9437 5.5982 -0.590
O -20.89601 29.71958 -18.43497 -0.1716 -1.1862 -0.8016 -0.556
O -19.28354 27.84973 -18.88394 -2.3417 0.8802 -0.6057 -0.135
F -20.69303 27.80290 -17.03579 -0.2928 0.2024 -0.1481 -0.088
C -30.56667 28.26286 -19.26592 0.3506 0.3203 0.5802 -0.732
C -29.17974 27.60423 -19.64932 0.3358 0.8309 0.3857 -0.645
C -28.08670 28.68257 -20.03963 -1.7296 -0.0148 0.4349 0.694
S -28.64158 30.17089 -19.09953 -0.5892 1.1693 1.5478 1.215
O -28.43362 31.41763 -19.84971 0.1981 -1.5725 0.7952 -0.701
O -28.16028 30.09263 -17.68098 -0.6762 -0.2207 -2.8090 -0.623
C -30.48759 29.80663 -19.15448 1.3973 -1.0754 -1.0425 -0.761
H -30.89888 27.92937 -18.28281 0.1764 -0.4552 -0.1187 0.288
H -31.33784 27.96521 -19.97642 0.0921 0.1302 -0.0229 0.318
H -29.35281 26.88105 -20.44628 0.3006 0.1151 -0.0165 0.360
H -28.79065 27.07758 -18.77792 -0.1083 -0.1209 -0.0924 0.248
H -28.13653 28.94076 -21.09744 0.0329 0.1399 0.0741 0.311
H -27.06057 28.43160 -19.77097 -0.2553 0.0107 0.1155 -0.883
H -30.80601 30.21384 -20.11411 0.0494 0.4882 0.2473 0.337
H -31.04178 30.21685 -18.31027 0.4366 0.1487 -0.0977 0.459
C -16.38828 24.53719 -20.07958 -0.3903 -1.6892 0.3885 -0.673
C -17.18997 24.39906 -21.37421 -0.4854 -0.8254 -0.5984 -0.855
C -18.60331 24.86948 -21.09276 -0.9503 1.6043 -0.6318 -0.213
S -19.00395 24.13332 -19.52856 -1.2271 -3.7244 0.3308 1.068
O -19.10698 22.63918 -19.66589 -0.1023 3.4404 0.1383 -0.770
O -20.03404 24.85863 -18.72334 0.7173 -0.8292 -1.1093 -0.082
C -17.41090 24.47907 -18.92493 0.5577 1.4671 1.1462 -0.560
H -15.73564 25.41009 -20.06515 -0.3617 0.1050 0.1423 0.323
H -15.75773 23.65192 -19.99712 0.2544 0.1607 0.0229 0.302
H -17.39761 23.37464 -21.68332 0.8040 -0.4666 0.3874 0.479
H -16.61073 24.80071 -22.20562 -0.6325 0.6235 -0.1055 0.359
H -19.40880 24.62872 -21.78654 0.2240 -0.2578 -0.1559 0.173
H -18.65998 25.94585 -20.93053 -0.1494 0.2238 0.1713 -0.096
H -17.21530 23.82182 -18.07766 0.1631 -0.0027 -0.1627 0.748
H -17.61391 25.48600 -18.56024 0.4355 0.2211 0.4421 -0.071
C -15.68014 32.84145 -15.69669 -0.4686 1.8337 0.6138 -0.692
C -15.61234 33.53337 -14.19196 -1.4234 -0.2058 -2.0262 -0.678
C -16.69157 34.68067 -14.15940 0.4290 -0.7272 -0.6957 -0.855
S -18.02792 34.26603 -15.44728 1.5682 -0.3885 0.7859 0.994
O -18.03611 35.30268 -16.44083 0.2281 -0.0884 0.0174 -0.661
O -19.28287 33.83249 -14.88824 -0.0263 0.1076 0.4737 -0.528
C -17.18198 32.75876 -16.03743 0.6284 0.4224 0.9469 -0.064
H -15.16620 31.88890 -15.82566 -0.2017 -0.1076 0.5535 0.269
H -15.27132 33.46523 -16.49159 0.5047 0.4657 0.4119 0.467
H -14.66645 33.99587 -13.91002 0.1127 -0.4598 -0.2242 0.439
H -15.91294 32.76967 -13.47468 0.2643 -0.0771 0.0619 0.196
H -16.20650 35.59414 -14.50346 -0.3615 0.0727 -0.1529 0.453
H -17.05529 34.83850 -13.14407 -0.4327 -0.0753 -0.2602 0.424
H -17.40749 32.73734 -17.10363 -0.1177 -0.6301 0.1567 0.623
H -17.56183 31.98108 -15.37483 -0.6990 -0.2419 -0.6720 -0.392
C -19.62834 30.87875 -13.42967 1.5085 -2.5152 0.3201 0.579
C -20.03841 30.29517 -12.07736 -0.8597 0.5709 1.9112 -0.889
C -21.55725 30.46824 -11.88467 -0.3812 0.8862 -1.1276 -1.155
S -22.33004 30.31068 -13.51912 1.4087 0.5984 2.9793 0.957
O -23.53181 31.14317 -13.50658 0.9607 -0.6854 -1.1711 -0.689
O -22.41080 28.87882 -13.71614 -0.4640 -0.4476 -1.3569 -0.577
C -20.81117 31.03456 -14.27933 -2.1220 1.3164 -1.7478 -0.793
H -18.98713 30.11330 -13.86674 0.2284 0.0006 -0.2275 -0.591
H -19.00488 31.77175 -13.38557 -0.5043 0.1688 0.2222 0.274
H -19.57507 30.92532 -11.31821 0.0697 -0.2409 0.2640 0.427
H -19.76487 29.26961 -11.82940 0.2298 -0.0134 -0.6382 0.386
H -21.76874 31.52583 -11.72694 -0.0627 0.0322 0.6293 0.403
H -22.14662 29.83607 -11.22052 0.4568 -0.0074 0.1475 0.565
H -21.00111 32.10783 -14.26847 -0.5652 0.0312 -0.6277 0.393
H -20.72400 30.66346 -15.30049 -0.0353 0.1415 0.0036 0.396
C -15.88090 29.23027 -14.50162 -0.0693 -0.1742 -0.6566 0.988
C -16.48826 27.86358 -14.75060 -0.9764 -0.7130 -0.4249 -0.470
C -15.34383 26.90376 -14.95689 2.0662 -0.4245 0.4756 -0.918
S -14.02486 27.43587 -13.76159 -1.1804 -0.2663 0.0695 1.148
O -12.80547 27.81779 -14.44805 -0.4221 -0.4717 0.3106 -0.654
O -14.03883 26.43987 -12.69107 0.3692 1.3481 -0.5992 -0.663
C -14.90670 29.02480 -13.34747 0.4168 -0.6188 -0.3223 -1.139
H -16.56379 30.05503 -14.29782 -0.3491 -0.2846 0.2517 -0.278
H -15.46882 29.46343 -15.48342 0.8739 0.3934 0.2577 -0.246
H -17.10695 27.76115 -15.64213 -0.1814 0.6082 -0.1246 0.107
H -17.13685 27.55927 -13.92912 0.1762 -0.2256 0.2474 0.327
H -14.75778 26.95119 -15.87472 -0.5686 0.7028 -0.5160 0.255
H -15.50427 25.83059 -14.85362 -0.3475 0.1791 0.6139 0.567
H -14.19243 29.84141 -13.24226 0.0941 -0.3039 0.2261 0.507
H -15.45647 28.79507 -12.43474 0.0630 0.2893 0.1188 0.451
C -17.12472 31.67898 -24.20618 1.2491 2.4462 -0.0350 -0.740
C -18.07464 32.21062 -25.26898 -0.0160 -0.9511 -1.5328 -0.825
C -19.24517 31.27747 -25.19658 -1.2794 -0.0850 1.6555 -0.352
S -19.70201 31.50248 -23.39462 -0.2756 -0.8293 -0.7201 0.866
O -20.28947 30.24689 -22.84686 0.3557 2.2278 -0.7518 -0.195
O -20.36501 32.81840 -23.26460 1.0259 -2.0729 0.2432 -0.799
C -17.87874 31.46549 -22.91288 -1.9838 -1.4494 -0.5156 -0.402
H -16.30457 32.38769 -24.09134 0.0255 0.2189 0.2064 0.374
H -16.60877 30.79685 -24.58531 -0.4831 -0.3450 0.2194 0.391
H -17.65055 32.03161 -26.25700 0.3412 0.3980 -0.0655 0.383
H -18.41260 33.24580 -25.22103 0.2881 0.0022 0.4067 0.342
H -18.96085 30.22553 -25.22249 0.0859 -0.0141 -0.2822 -0.100
H -20.09523 31.46525 -25.85251 0.0247 0.1433 0.1932 0.522
H -17.78418 30.38561 -22.79874 -0.2095 0.1560 1.1965 0.027
H -17.85007 32.02392 -21.97724 0.7935 0.0952 -0.3483 0.475
C -19.35511 26.71666 -24.34993 0.1213 -0.8850 2.9405 0.069
C -19.39349 25.33849 -25.03054 -1.1449 1.6264 0.3309 -0.154
O -18.50452 25.50084 -26.10816 1.6067 1.4205 -1.1157 -0.447
S -18.47302 27.08553 -26.62600 -1.1370 -0.5764 -0.5031 1.119
O -19.35395 27.21320 -27.78921 2.1410 -0.0040 2.2071 -0.561
O -17.09281 27.54621 -26.61664 -2.4556 -0.6394 0.0215 -0.554
O -19.35550 27.65509 -25.31690 1.0220 1.4898 -4.6886 -0.261
H -18.44861 26.93665 -23.78605 0.2957 -0.8962 0.5569 0.125
H -20.18663 27.01864 -23.71315 -0.2033 -0.7440 0.2220 -0.124
H -20.36515 25.26499 -25.51898 -0.3773 -0.6629 0.5992 0.440
H -19.11941 24.52324 -24.36096 0.0444 -0.0252 -0.4177 0.344
C -23.89939 31.95061 -19.61373 -1.9660 -0.6246 -1.8912 0.654
C -25.23194 32.06367 -20.41846 -0.0921 -0.6422 0.9121 0.376
O -25.07727 33.30213 -21.11184 0.8805 1.8493 0.4721 -0.458
S -24.25172 34.38956 -20.11070 1.2810 0.0695 -0.5864 1.079
O -25.10842 35.41752 -19.50663 1.5572 -2.6108 -1.1887 -0.572
O -23.00881 34.81878 -20.79781 -3.2634 -1.1678 1.5428 -0.554
O -23.88608 33.20407 -18.99941 0.0529 2.7070 0.3292 -0.294
H -23.09651 31.90384 -20.34946 0.2811 -0.4472 0.2484 0.238
H -23.93265 31.11804 -18.91102 0.3248 0.5074 0.2228 -0.441
H -26.14111 32.15306 -19.82390 0.3015 0.0795 0.6798 0.165
H -25.48918 31.22007 -21.05897 0.7303 0.4358 -0.6282 -0.301
C -23.73239 30.57738 -23.80794 3.3467 1.5263 -1.8618 -0.369
C -23.11934 29.30455 -24.42787 -1.0572 0.1855 -0.7082 0.153
O -23.52187 28.28514 -23.52892 -2.3923 -0.7443 1.4575 -0.119
S -25.12792 28.61023 -23.00575 1.8505 1.0921 1.1822 0.764
O -25.35620 28.19686 -21.60213 0.7819 1.2920 -3.4557 0.189
O -26.09274 28.22421 -23.99883 1.0548 0.4319 0.8573 -0.602
O -24.82173 30.31043 -23.07199 -3.3385 -3.8048 1.9094 -0.304
H -24.02361 31.33022 -24.54042 0.2307 -0.1400 -0.3446 0.426
H -22.93616 31.00376 -23.19776 -0.1280 0.1676 0.3793 0.100
H -22.03574 29.30409 -24.54579 -0.0526 0.1319 0.7109 -0.320
H -23.51974 29.07561 -25.41548 -0.2846 0.0432 -0.0983 0.353
C -25.04323 28.37283 -17.54452 1.5026 0.1464 0.9120 1.082
C -24.63389 27.94671 -16.10902 -2.2272 0.0324 -1.0238 -1.215
O -23.38798 27.34556 -15.99160 0.8241 -0.0821 -1.5525 0.657
O -25.09015 27.26477 -18.41456 0.0993 -1.5075 -0.0039 0.432
H -24.23844 28.99523 -17.93569 -0.0263 0.5349 0.2635 -0.726
H -25.98881 28.91243 -17.59746 -0.1623 0.0287 0.4720 -0.084
H -25.30525 27.19047 -15.70224 -0.8535 0.4294 0.0240 0.368
H -24.68659 28.87491 -15.54002 0.0401 0.0331 0.2367 0.490
H -23.12908 27.70073 -15.13812 1.3261 -0.3666 0.8608 -0.287
H -24.78446 27.62789 -19.24900 0.1940 -0.4359 -0.8239 -0.355
C -15.40481 29.94384 -20.22346 -1.3825 0.1204 -0.0513 -0.758
C -14.81891 30.25121 -18.84409 1.1186 0.6204 -1.2042 -0.170
O -15.01421 29.19999 -17.95870 -1.0164 -0.8053 0.9543 -0.279
O -16.85800 30.03651 -20.16971 1.0511 -0.2598 -0.1504 -0.148
H -15.09171 28.95561 -20.56031 -0.0116 -0.4636 0.3014 0.426
H -15.12937 30.54426 -21.09048 0.4046 0.7089 0.5484 0.310
H -15.22175 31.17682 -18.43292 -0.3439 -0.1994 0.0274 0.023
H -13.73724 30.38210 -18.87503 0.2614 0.4267 -0.6021 0.355
H -14.71758 28.39752 -18.39420 0.1088 -0.1345 0.0899 0.159
H -17.20146 29.16162 -19.97426 -0.3002 -0.0165 0.2222 0.087
C -25.86590 32.54291 -16.60168 -0.0672 0.6334 0.9710 0.127
C -26.68773 32.52303 -15.29828 -0.7277 0.5396 -0.2957 -0.691
O -27.80632 33.39535 -15.36947 -0.6329 -0.0246 -0.3110 -0.588
O -24.76609 31.67568 -16.45941 0.3416 -0.8686 -0.5804 -0.029
H -25.52043 33.55499 -16.81247 0.1092 0.3125 0.2042 0.356
H -26.43852 32.29093 -17.49427 -0.1866 -0.5316 0.3259 -0.103
H -26.15368 32.83832 -14.40191 0.8729 -0.2722 -0.1726 0.483
H -27.09498 31.53432 -15.08684 0.0971 -0.1171 -0.2475 0.224
H -27.54309 34.30100 -15.19028 0.1768 -0.0403 -0.0639 0.310
H -24.33177 31.83015 -15.61733 -0.0001 0.1406 0.2515 -0.011